1.
17
Properties=species:S:1:pos:R:3 method="wB97M-V/def2-TZVPD" homo_ev=-9.404 e_lumo_ev=1.2 max_force_ev_per_a=1.16 smiles=C1[C@@H]2CC3(CC3)[C@H]12 total_energy_ev=-7418.4085
C -1.81 0.47 -0.47
C -0.63 1.24 -0.99
C 0.62 0.38 -1.17
C 0.41 -0.15 0.24
C 1.47 -0.62 1.19
C 0.40 -1.56 0.71
C -0.70 0.84 0.48
H -1.93 -0.59 -0.69
H -2.76 1.02 -0.51
H -0.79 2.20 -1.50
H 1.50 1.03 -1.20
H 0.65 -0.34 -1.99
H 2.48 -0.74 0.78
H 1.46 -0.32 2.24
H 0.64 -2.34 0.00
H -0.37 -1.83 1.44
H -0.65 1.32 1.44

---

2.
17
Properties=species:S:1:pos:R:3 method="wB97M-V/def2-TZVPD" homo_ev=-8.617 e_lumo_ev=1.1 max_force_ev_per_a=3.58 smiles="C#CCCCC=C" total_energy_ev=-7417.1004
C 2.88 0.50 1.67
C 2.03 0.47 0.81
C 0.91 0.50 -0.12
C 0.41 -0.89 -0.50
C -0.97 -0.86 -1.20
C -1.74 -0.38 -0.01
C -1.76 0.91 0.36
H 3.61 0.56 2.45
H -0.08 1.11 0.39
H 1.16 1.01 -1.06
H 0.41 -1.64 0.31
H 1.28 -1.05 -1.13
H -1.28 -1.84 -1.58
H -0.96 -0.15 -2.04
H -2.01 -1.16 0.70
H -1.82 1.70 -0.39
H -2.08 1.20 1.35